Entry from the Open Molecules 2025 dataset: the molecule C5H7PS3 at a distorted geometry (wB97M-V/def2-TZVPD).

```
! wB97M-V def2-TZVPD RIJCOSX def2/J DEFGRID3
* xyz 0 1
S -3.42 0.59 0.56
P -1.50 -0.40 0.20
S -1.09 -0.17 -1.86
C -0.66 0.98 0.80
C 0.63 1.26 0.53
C 1.64 0.56 -0.11
C 1.89 -0.78 -0.38
C 1.15 -1.99 -0.07
S -0.01 -2.22 0.99
H -4.26 -0.38 0.83
H -1.22 1.18 -1.96
H -1.28 1.76 1.38
H 1.07 2.24 0.89
H 2.60 1.10 -0.27
H 2.81 -0.89 -1.00
H 1.67 -2.84 -0.53
*
```

Values from the calculation:
HOMO   -0.285 Eh
Orbital gap   6.74 eV
SMILES   SP1(S)=CC=CC=CS1
Lowest unoccupied orbital energy   -1.0 eV

=====

Entry from the Open Molecules 2025 dataset: a cluster of 2 separate species, C7H15N8 in total at a distorted geometry (wB97M-V/def2-TZVPD).

```
! wB97M-V def2-TZVPD RIJCOSX def2/J DEFGRID3
* xyz 1 1
C -1.41 -1.85 1.42
C -2.64 -1.83 2.16
C 0.37 2.15 -3.24
C -0.55 1.99 1.06
C 1.23 -3.56 -0.03
C 1.98 0.71 0.76
C 1.08 2.72 -1.91
N -0.77 -2.90 1.18
N -0.70 -0.73 0.90
N 0.18 2.24 -0.01
N 1.55 1.44 -0.18
N 0.06 2.98 -0.98
N 1.96 1.73 -1.35
N 0.28 -2.52 0.53
N 0.40 -1.25 0.41
H -2.76 -0.77 2.57
H -3.38 -1.99 1.39
H -2.78 -2.56 2.89
H -0.43 2.84 -3.74
H 1.30 1.87 -3.86
H -0.20 1.28 -3.02
H -1.60 2.41 1.15
H -0.01 2.06 2.00
H -0.85 0.92 1.14
H 2.16 -3.25 0.48
H 0.95 -4.55 0.19
H 1.28 -3.44 -1.08
H 1.48 0.71 1.72
H 2.95 0.25 0.62
H 1.70 3.54 -2.09
*
```

Values from the calculation:
HOMO (spin up / spin down)   -0.432 / -0.432 Eh
Orbital gap (spin up / spin down)   7.04 / 7.03 eV
Lowest unoccupied orbital energy (spin up / spin down)   -4.7 / -4.7 eV

=====

Entry from the Open Molecules 2025 dataset: a cluster of 2 separate species, C4H5IN in total at a distorted geometry (wB97M-V/def2-TZVPD).

```
! wB97M-V def2-TZVPD RIJCOSX def2/J DEFGRID3
* xyz 1 1
C -0.68 -1.03 -0.51
C -1.18 -1.45 -1.51
C -0.18 -0.56 0.84
C 1.37 1.69 -0.11
N -0.11 0.77 1.18
I -1.44 -2.44 -3.24
H -1.09 -1.07 1.51
H 0.76 -1.14 0.99
H 1.21 2.62 0.33
H 2.18 1.17 -0.50
H -0.85 1.43 1.02
*
```

Values from the calculation:
HOMO (spin up / spin down)   -0.478 / -0.474 Eh
Orbital gap (spin up / spin down)   6.34 / 4.47 eV
Lowest unoccupied orbital energy (spin up / spin down)   -6.7 / -8.4 eV

=====

Entry from the Open Molecules 2025 dataset: a cluster of 2 separate species, CH6NO2 in total at a distorted geometry (wB97M-V/def2-TZVPD).

```
! wB97M-V def2-TZVPD RIJCOSX def2/J DEFGRID3
* xyz -1 1
N -0.14 1.89 -0.72
C -0.50 0.59 0.22
O 0.61 -0.02 0.67
H 0.12 2.58 -0.02
H 0.85 1.45 -0.85
H -1.31 0.88 0.97
H -1.16 -0.01 -0.43
H 0.30 -1.24 0.16
H -0.22 -2.52 0.65
O 0.07 -2.22 -0.26
*
```

Values from the calculation:
HOMO   -0.138 Eh
Orbital gap   8.55 eV
Lowest unoccupied orbital energy   4.8 eV

=====

Entry from the Open Molecules 2025 dataset: a structure of composition C56H44BrN3O3P2PtSTe at a distorted geometry (wB97M-V/def2-TZVPD).

```
! wB97M-V def2-TZVPD RIJCOSX def2/J DEFGRID3
* xyz -2 1
Pt -0.84 -0.58 -0.47
Te -1.61 3.89 0.92
C -1.02 5.57 -0.22
C -0.92 6.83 0.36
C -0.53 7.90 -0.42
N -0.23 7.81 -1.72
C -0.32 6.59 -2.26
C -0.70 5.46 -1.56
C -1.09 2.43 -0.44
P 0.35 1.43 -0.12
C 0.76 1.17 1.65
C 2.08 0.93 2.03
C 2.38 0.54 3.33
C 1.36 0.40 4.26
C 0.04 0.64 3.89
C -0.25 1.01 2.59
C 1.67 2.58 -0.66
C 2.05 2.66 -2.00
C 2.82 3.72 -2.45
C 3.22 4.72 -1.57
C 2.86 4.63 -0.24
C 2.09 3.56 0.22
P -2.18 1.19 -1.07
C -2.27 1.37 -2.91
C -1.22 1.94 -3.62
C -1.19 1.89 -5.00
C -2.22 1.27 -5.71
C -3.28 0.71 -5.01
C -3.30 0.76 -3.62
C -3.90 1.58 -0.62
C -4.57 2.64 -1.23
C -5.84 3.00 -0.81
C -6.46 2.30 0.22
C -5.80 1.25 0.84
C -4.52 0.90 0.42
H -1.13 6.99 1.42
H -0.44 8.89 0.02
H -0.08 6.52 -3.31
H -0.73 4.49 -2.04
H 2.88 1.03 1.30
H 3.40 0.34 3.59
H 1.59 0.08 5.27
H -0.75 0.52 4.61
H -1.29 1.17 2.30
H 1.75 1.90 -2.70
H 3.11 3.78 -3.50
H 3.81 5.56 -1.92
H 3.17 5.39 0.46
H 1.83 3.50 1.27
H -0.43 2.43 -3.06
H -0.36 2.34 -5.54
H -2.18 1.21 -6.79
H -4.08 0.22 -5.55
H -4.13 0.31 -3.09
H -4.08 3.20 -2.02
H -6.35 3.82 -1.29
H -7.46 2.58 0.54
H -6.28 0.70 1.64
H -3.99 0.09 0.91
Br -1.39 -2.37 -3.21
C -2.62 -2.51 -1.80
C -3.91 -2.96 -2.04
C -4.75 -3.11 -0.96
C -4.28 -2.87 0.32
C -2.98 -2.43 0.47
N -2.18 -2.22 -0.58
H -4.22 -3.19 -3.05
H -5.77 -3.45 -1.11
H -4.90 -3.02 1.19
H -2.52 -2.27 1.43
C 0.40 -1.93 0.33
C 0.43 -2.94 1.04
C 0.27 -4.12 1.79
C -0.80 -5.00 1.33
C -1.68 -5.68 2.20
C -2.75 -6.43 1.73
C -3.00 -6.55 0.37
C -2.15 -5.89 -0.51
C -1.08 -5.14 -0.05
C 1.04 -4.33 2.99
C 1.85 -3.30 3.51
C 2.63 -3.47 4.63
C 2.66 -4.68 5.32
C 1.87 -5.72 4.83
C 1.08 -5.56 3.70
H -1.54 -5.57 3.27
H -3.41 -6.91 2.44
H -3.85 -7.12 0.01
H -2.32 -5.96 -1.58
H -0.43 -4.63 -0.75
H 1.85 -2.34 2.99
H 3.24 -2.64 4.99
H 3.28 -4.82 6.19
H 1.88 -6.68 5.32
H 0.51 -6.40 3.33
N 2.50 -0.32 -1.06
C 3.90 -0.40 -0.85
C 4.77 0.39 -1.60
C 6.14 0.36 -1.36
C 6.66 -0.44 -0.36
C 5.79 -1.23 0.40
C 4.42 -1.20 0.17
S 8.42 -0.43 0.00
O 8.78 -1.84 0.11
O 8.54 0.30 1.25
O 9.02 0.24 -1.14
H 2.27 -0.14 -2.03
H 1.97 -1.12 -0.71
H 4.37 1.02 -2.38
H 6.82 0.96 -1.94
H 6.20 -1.87 1.17
H 3.74 -1.81 0.76
*
```

Values from the calculation:
HOMO   -0.038 Eh
Orbital gap   4.06 eV
Lowest unoccupied orbital energy   3.0 eV

=====

Entry from the Open Molecules 2025 dataset: the molecule C2H5OP at a distorted geometry (wB97M-V/def2-TZVPD).

```
! wB97M-V def2-TZVPD RIJCOSX def2/J DEFGRID3
* xyz 0 1
O 0.69 0.49 1.39
C -0.09 0.73 0.30
C -0.78 -0.42 -0.23
P 0.59 0.18 -1.49
H 0.73 -0.51 1.42
H -0.40 1.88 0.39
H -0.58 -1.31 0.29
H -1.77 -0.31 -0.89
H 1.61 -0.74 -1.17
*
```

Values from the calculation:
HOMO   -0.310 Eh
Orbital gap   9.33 eV
SMILES   O[C@@H]1CP1
Lowest unoccupied orbital energy   0.9 eV

=====

We obtain relative energy (zero: lowest compared OMol25 entry of this formula, charge and spin) values of 28.8; 10.4; 162.8; 19.1; 19.9; 45.3 kcal per mole for the records listed above, in that order.